180
Properties=species:S:1:pos:R:3 method="wB97M-V/def2-TZVPD" charge=0 relative_energy_ev=2.100 lumo_energy_ha=0.0163 homo_lumo_gap_ev=8.394
O 5.34 2.65 -4.37
O -4.69 -4.87 0.67
O -5.99 6.02 6.24
O -3.52 -0.70 -3.25
O 0.57 2.47 3.75
O 2.33 -4.19 -0.94
N -4.90 5.90 5.36
N 3.64 -4.39 -0.45
N -3.00 0.04 -4.33
N 4.42 3.41 -3.60
N 0.94 1.36 2.96
N -3.31 -4.72 0.53
C 4.72 3.36 -2.17
C 2.27 3.95 -1.77
C -3.41 -1.90 -5.71
C 6.11 3.98 -1.91
C -1.16 -1.58 -4.74
C -3.41 2.11 -3.16
C -3.76 3.92 6.45
C -0.18 1.01 2.11
C -4.01 5.73 3.12
C 5.91 -5.02 -0.94
C 2.75 2.66 1.90
C -1.83 2.03 -5.12
C 1.59 0.02 0.53
C -1.35 0.48 2.93
C -5.27 5.57 4.00
C -1.20 -5.65 -0.38
C 2.08 4.06 -3.28
C 2.34 1.37 2.60
C -3.48 6.27 7.24
C 0.21 -0.15 1.16
C -3.05 -7.22 0.16
C 3.74 4.27 -1.44
C -2.36 1.28 -3.88
C -3.33 -5.62 -1.71
C -2.66 -4.15 1.71
C 3.66 -4.70 0.99
C 3.24 1.10 3.79
C -2.75 5.08 3.65
C -2.39 -0.84 -5.33
C 4.41 -4.42 -2.75
C -6.30 6.52 3.43
C -1.17 1.05 -2.92
C 3.06 -6.11 1.28
C 6.11 -5.43 0.51
C -5.76 4.12 3.86
C 4.70 1.96 -1.55
C 3.05 3.18 -4.08
C -2.73 -5.77 -0.30
C -0.69 2.18 1.26
C -3.31 -2.80 2.00
C -1.19 -3.94 1.41
C -0.49 -5.21 0.91
C 3.98 -6.56 -1.69
C -2.52 5.61 5.06
C -1.10 1.17 -6.13
C 5.13 -4.73 1.46
C 4.46 -5.12 -1.38
C -2.81 -5.06 2.94
C 2.67 1.71 -4.18
C -3.69 5.40 6.01
C 2.93 -3.60 1.77
C -1.99 -0.01 -6.53
C 3.00 3.80 -5.51
C 2.63 0.22 1.61
H -2.99 3.10 -2.94
H 6.46 3.81 -0.90
H 2.11 1.47 -5.08
H -3.83 6.80 3.01
H -0.61 -3.62 2.28
H -0.46 -6.02 1.64
H -0.94 -0.21 3.67
H -4.11 -7.46 0.11
H 3.84 2.77 1.87
H 1.53 0.87 -0.15
H -2.89 -4.75 -2.21
H -2.41 -6.06 2.83
H -1.84 1.24 3.54
H -4.30 2.14 -3.78
H -2.37 -4.60 3.83
H -1.43 1.80 0.54
H -0.23 0.73 -5.64
H 7.13 -5.31 0.89
H -1.13 2.81 -4.81
H -3.51 -2.65 -4.93
H -7.23 6.48 4.01
H 3.48 0.06 4.03
H 0.52 -4.92 0.64
H -6.07 6.97 6.37
H 2.17 -3.05 1.19
H -4.31 -1.42 -6.08
H -2.68 2.53 -5.59
H -3.04 -2.48 -6.56
H -4.79 3.73 6.75
H 2.45 3.57 2.43
H 6.10 3.23 -4.52
H -5.97 7.56 3.50
H -1.46 -1.88 -3.73
H -0.88 2.02 -2.50
H -3.13 3.75 7.33
H -5.12 3.40 4.38
H -0.51 -0.25 0.36
H 2.10 1.38 -3.30
H -2.85 3.99 3.74
H 2.93 -6.53 -1.96
H 3.59 -2.81 2.13
H -0.28 0.62 -3.36
H -4.47 -0.63 -3.35
H 3.61 3.17 -6.16
H 2.01 2.91 -1.53
H -3.23 -6.57 -2.24
H 2.38 2.71 0.88
H 4.57 -6.90 -2.55
H 3.92 5.29 -1.78
H -3.51 7.34 7.05
H -2.62 6.01 7.87
H 2.33 -4.04 2.57
H -1.88 5.24 3.01
H -4.40 -5.45 -1.66
H 3.51 4.76 -5.51
H 3.84 -6.86 1.38
H -5.96 3.77 2.85
H 5.17 -5.33 2.38
H 6.51 -5.67 -1.58
H -1.58 0.48 -2.08
H -1.61 -0.63 -7.34
H -2.78 -2.33 2.83
H 3.71 4.14 -0.36
H -2.78 -7.33 1.21
H -6.70 4.00 4.42
H 4.64 -3.36 -2.70
H 3.55 1.06 -4.15
H 1.76 -0.91 -0.02
H 3.70 1.55 -1.46
H 6.22 -3.98 -0.98
H -4.30 6.04 7.93
H 1.95 3.91 -5.77
H -4.38 -2.95 2.14
H -1.00 -2.52 -5.29
H 5.85 -6.50 0.60
H 3.56 0.53 1.11
H 3.44 -4.55 -3.23
H 2.95 -0.73 2.04
H -5.04 -4.04 0.32
H -1.57 5.25 5.48
H -0.77 1.77 -6.98
H -3.87 -5.17 3.20
H 1.07 3.69 -3.53
H -2.11 -0.07 2.38
H 1.59 4.58 -1.20
H 2.32 -6.41 0.55
H 2.57 -6.10 2.25
H 5.07 1.99 -0.52
H 2.05 5.11 -3.56
H 5.12 -4.90 -3.42
H -6.47 6.32 2.38
H -3.19 -2.13 1.14
H 5.40 1.27 -2.05
H -2.32 6.69 5.00
H -0.93 -5.01 -1.22
H 2.93 1.59 4.72
H 4.24 1.50 3.59
H -3.36 3.24 5.71
H 0.06 2.71 0.66
H 0.22 -1.01 1.85
H 5.48 -3.74 1.78
H 4.11 -7.32 -0.92
H -0.21 -1.06 -4.72
H 2.13 -3.30 -0.64
H -0.74 -6.62 -0.57
H -1.25 2.97 1.77
H -2.47 -7.90 -0.46
H 6.84 3.48 -2.56
H -2.91 0.46 -6.91
H -4.27 5.38 2.12
H -1.07 -3.19 0.62
H -3.62 1.75 -2.15
H 0.62 2.14 4.65
H 6.13 5.04 -2.18